(1)
{"formula": "C2H3IS2", "method": "ωB97M-V/def2-TZVPD", "homo_energy_ev": -8.782, "e_tot_ev": -31891.61407, "lumo_energy_ha": -0.031, "spin_multiplicity": 1, "relative_energy_ev": 1.571, "elements": ["C", "C", "S", "S", "I", "H", "H", "H"], "positions_angstrom": [[1.166, 0.359, 0.139], [1.061, 0.368, -1.118], [1.015, 0.359, 1.745], [-2.038, -0.068, 0.177], [-2.517, -1.896, 1.590], [0.136, 0.367, -1.701], [-0.817, 0.245, 0.778], [1.994, 0.265, -1.610]], "lowdin_charge": [-0.722, -0.070, 0.723, -0.046, 0.311, 0.072, -0.335, 0.066]}



(2)
{"formula": "C36H34F13NO4S", "method": "ωB97M-V/def2-TZVPD", "homo_energy_ev": -9.084, "e_tot_ev": -93721.15214, "lumo_energy_ha": 0.005, "spin_multiplicity": 1, "elements": ["N", "C", "C", "C", "C", "C", "C", "F", "F", "C", "F", "F", "C", "F", "F", "C", "F", "F", "C", "F", "F", "C", "F", "F", "F", "C", "O", "S", "O", "O", "O", "H", "H", "H", "H", "H", "H", "H", "H", "H", "H", "C", "C", "C", "C", "C", "C", "H", "H", "H", "H", "H", "H", "C", "C", "C", "C", "C", "C", "H", "H", "H", "H", "H", "H", "C", "C", "C", "C", "C", "C", "H", "H", "H", "H", "H", "H", "C", "C", "C", "C", "C", "C", "H", "H", "H", "H", "H", "H"], "positions_angstrom": [[2.812, 0.335, 4.672], [3.299, 0.416, 3.461], [3.718, 1.863, 2.906], [3.225, 2.029, 1.367], [2.926, 3.573, 1.113], [1.521, 4.086, 1.675], [0.358, 3.985, 0.584], [0.484, 5.170, -0.215], [0.603, 2.911, -0.287], [-1.120, 4.028, 1.183], [-2.015, 4.056, 0.111], [-1.237, 5.295, 1.825], [-1.432, 2.937, 2.307], [-1.072, 3.571, 3.536], [-0.526, 1.845, 2.233], [-2.947, 2.518, 2.485], [-3.050, 1.873, 3.743], [-3.685, 3.722, 2.644], [-3.645, 1.695, 1.330], [-4.374, 2.481, 0.408], [-4.648, 0.903, 1.961], [-2.748, 0.668, 0.521], [-2.194, -0.332, 1.342], [-1.754, 1.234, -0.261], [-3.602, -0.018, -0.370], [4.285, 1.380, 0.319], [3.517, 0.641, -0.696], [2.090, 0.044, -0.014], [2.159, -1.374, 0.509], [0.864, 0.073, -0.865], [2.138, 1.070, 1.315], [2.593, -0.651, 4.901], [3.414, -0.545, 2.861], [4.843, 2.019, 2.907], [3.201, 2.641, 3.567], [2.984, 3.885, 0.016], [3.738, 4.164, 1.669], [1.648, 5.194, 1.943], [1.299, 3.537, 2.641], [5.013, 2.098, -0.161], [4.706, 0.519, 0.947], [-3.186, -3.003, -4.681], [-3.618, -3.016, -3.358], [-2.894, -2.337, -2.383], [-1.743, -1.637, -2.732], [-1.314, -1.621, -4.054], [-2.032, -2.307, -5.029], [-3.749, -3.535, -5.441], [-4.518, -3.556, -3.087], [-3.226, -2.353, -1.351], [-1.182, -1.104, -1.972], [-0.417, -1.074, -4.325], [-1.693, -2.299, -6.059], [4.711, -2.443, 6.112], [4.104, -3.345, 6.979], [4.278, -3.215, 8.352], [5.052, -2.177, 8.860], [5.656, -1.272, 7.993], [5.490, -1.407, 6.619], [4.578, -2.546, 5.040], [3.496, -4.151, 6.583], [3.810, -3.923, 9.028], [5.184, -2.073, 9.932], [6.258, -0.461, 8.390], [5.965, -0.704, 5.944], [-7.855, -2.345, -4.092], [-9.140, -2.447, -3.569], [-9.448, -1.841, -2.355], [-8.472, -1.125, -1.668], [-7.188, -1.020, -2.193], [-6.878, -1.633, -3.402], [-7.614, -2.820, -5.037], [-9.902, -3.000, -4.108], [-10.448, -1.927, -1.944], [-8.714, -0.649, -0.724], [-6.428, -0.460, -1.658], [-5.876, -1.556, -3.808], [4.013, -0.782, -7.356], [4.667, -0.112, -6.327], [4.116, -0.089, -5.050], [2.914, -0.745, -4.799], [2.263, -1.418, -5.827], [2.809, -1.433, -7.106], [4.441, -0.797, -8.352], [5.607, 0.394, -6.521], [4.622, 0.439, -4.250], [2.487, -0.731, -3.802], [1.327, -1.931, -5.631], [2.297, -1.954, -7.909]], "lowdin_charge": [0.086, -0.198, -0.068, -0.406, -0.093, -0.053, -0.303, 0.049, 0.072, -0.229, 0.112, 0.085, -0.198, 0.082, 0.095, -0.210, 0.111, 0.105, -0.205, 0.110, 0.093, -0.351, 0.123, 0.130, 0.099, -0.077, -0.226, 0.804, -0.290, -0.279, -0.233, 0.045, 0.120, 0.129, 0.125, 0.138, 0.140, 0.149, 0.122, 0.156, 0.141, -0.099, -0.112, -0.092, -0.079, -0.088, -0.094, 0.100, 0.100, 0.096, 0.082, 0.087, 0.098, -0.114, -0.097, -0.096, -0.095, -0.095, -0.102, 0.095, 0.101, 0.100, 0.100, 0.100, 0.097, -0.094, -0.100, -0.100, -0.097, -0.088, -0.097, 0.100, 0.099, 0.099, 0.099, 0.096, 0.086, -0.099, -0.100, -0.096, -0.088, -0.093, -0.094, 0.099, 0.099, 0.096, 0.096, 0.086, 0.100]}



(3)
{"formula": "C5H14N3W", "method": "ωB97M-V/def2-TZVPD", "homo_energy_ev": [-9.417, -9.629], "e_tot_ev": -11696.53419, "s_squared": 2.069, "lumo_energy_ha": [-0.114, -0.103], "spin_multiplicity": 3, "relative_energy_ev": 0.230, "charge": 1, "elements": ["C", "W", "N", "H", "H", "H", "H", "H", "H", "H", "H", "C", "C", "N", "C", "C", "N", "H", "H", "H", "H", "H", "H"], "positions_angstrom": [[-1.329, 1.383, 0.084], [0.249, -0.230, 0.361], [1.131, -1.481, -1.060], [1.504, 1.021, -0.143], [2.079, -1.148, -1.349], [-1.467, 0.339, -0.321], [-1.648, 1.934, -0.813], [-0.449, 2.053, 0.457], [-2.119, 1.362, 0.844], [1.267, -2.485, -0.815], [0.595, -1.501, -1.951], [1.565, 0.807, 2.980], [0.742, -0.355, 3.171], [0.119, -0.983, 2.164], [-0.655, -2.073, 2.673], [-0.399, -2.125, 4.016], [0.460, -1.062, 4.277], [1.093, 1.677, 3.430], [2.504, 0.600, 3.482], [1.771, 1.029, 1.937], [-1.318, -2.661, 2.048], [-0.723, -2.843, 4.793], [0.886, -0.857, 5.180]], "mulliken_spin": [0.053, 1.889, 0.042, -0.051, 0.014, -0.072, -0.005, -0.002, 0.002, 0.016, 0.021, -0.005, 0.137, -0.097, 0.060, -0.017, 0.023, 0.004, -0.002, -0.008, -0.002, 0.000, -0.002]}